Entry 1:
Below is a structure of composition C30H27Cl3I2InN6O3S, with properties calculated with the ωB97M-V functional and the def2-TZVPD basis.

ORCA input file:
```
! RIJCOSX wB97M-V def2-TZVPD def2/J DEFGRID3
* xyz 1 1
H -6.48 3.12 -0.51
N 1.64 -0.80 2.89
H 2.28 0.45 -3.72
C -1.82 -2.25 -2.84
H -3.95 5.46 0.68
C -2.30 4.11 0.89
C -0.90 -4.34 -3.55
C -2.15 -1.05 2.50
O -0.82 -0.97 -1.13
N 1.46 1.00 -1.92
H 1.96 -2.49 1.00
Cl 3.62 2.06 3.61
H 5.53 1.35 -0.18
C 0.12 -4.18 -2.63
C 0.93 3.32 -1.61
N -1.14 -1.61 1.82
Cl 3.30 0.24 5.86
C 5.32 0.36 -0.58
H -4.53 1.53 -0.93
H -2.34 0.00 2.31
I -0.97 -6.04 -4.76
In 0.34 -0.46 0.50
H 2.00 -3.81 -0.99
H 5.19 0.47 -1.65
C -2.63 1.89 -0.02
H 0.89 -4.94 -2.54
C 0.20 -3.54 1.14
C 1.40 3.60 -2.88
H 0.54 4.09 -0.97
H 6.21 -1.62 -0.59
H 7.37 -0.30 -0.75
H -1.66 4.82 1.40
C 1.41 -2.90 -0.94
C -4.40 3.54 -0.17
H -2.67 -3.46 -4.39
H -1.28 -4.70 3.08
C -2.90 -1.76 3.41
H -3.71 -1.27 3.94
H 2.27 2.75 -4.67
H -3.14 -3.67 4.36
C -0.80 -2.05 -1.89
O 0.45 3.54 1.66
H -0.33 -4.09 0.36
C -1.84 2.82 0.64
N 3.04 -0.45 0.40
C -1.88 -3.36 -3.66
C 0.98 1.99 -1.18
H -5.73 4.14 -1.72
C 0.19 -3.05 -1.82
C -5.77 3.93 -0.65
C 1.91 1.29 -3.14
C -3.58 4.46 0.48
H 6.64 -0.65 0.82
H 2.03 -2.08 -1.31
N 0.50 1.56 0.06
Cl 1.16 2.05 5.14
N 1.09 -2.57 0.48
I -3.30 -0.79 -3.00
C 1.90 2.57 -3.67
C 2.47 1.07 4.53
H 1.37 4.61 -3.26
H -2.25 0.91 -0.28
C 6.45 -0.62 -0.25
C 4.04 -0.09 -0.03
C -2.58 -3.09 3.64
C -1.55 -3.66 2.93
H -6.13 4.82 -0.14
H 0.76 -4.26 1.72
C 1.97 0.03 3.62
O -0.42 1.27 2.20
C -3.91 2.25 -0.41
S -0.25 2.37 1.23
C -0.85 -2.89 2.01
*
```

Properties
M ... 1026.64 g/mol
Orbital gap ... 0.274 Ha
DFT total energy ... -116404.55817 eV
Highest occupied orbital energy ... -9.93 eV
Energy above the lowest of the compared OMol25 structures with the same formula, charge and spin ... 66.9 kJ/mol
LUMO level ... -2.48 eV

---

Entry 2:
Below is a structure of composition C30H27Cl5N6O3Pr, with properties calculated with the ωB97M-V functional and the def2-TZVPD basis.

ORCA input file:
```
! RIJCOSX wB97M-V def2-TZVPD def2/J DEFGRID3
* xyz 1 3
H 3.28 -0.56 -1.83
O -1.51 0.19 -2.13
C 0.60 -2.07 1.52
C 1.82 1.96 -2.25
C 2.27 -3.51 2.59
C 0.92 1.12 4.11
N -1.86 -2.28 -1.11
C -4.14 2.58 -0.24
H -4.22 3.63 -0.48
O -2.87 -0.34 -3.84
Cl 3.11 -1.87 0.60
C 1.21 -2.51 -4.42
Cl 3.89 -4.05 2.70
Cl -1.94 -1.91 2.39
C 2.27 1.42 4.32
H 4.36 -1.46 -3.80
N -2.73 0.75 0.41
Cl -1.20 -4.11 4.48
Pr 0.14 -0.29 -0.27
C 2.83 2.33 -3.10
H 0.80 1.87 -2.61
H -1.84 3.81 -0.41
O -0.56 2.21 -0.12
Cl 1.72 -5.19 4.64
C -2.28 -0.58 -2.69
H 0.22 1.02 4.92
C 0.51 0.94 2.81
C 2.60 1.35 1.96
H -3.12 0.95 -5.37
H 4.44 1.60 1.16
H 0.24 2.75 -0.03
H -1.47 0.94 -4.68
H -0.47 -2.15 -3.21
H -5.91 -0.28 0.02
H 2.63 2.54 -4.14
H -3.66 -1.07 0.63
H -1.63 3.29 1.27
C -3.81 -0.03 0.37
C -2.53 0.92 -4.46
C 2.65 -1.11 -2.54
C 4.33 2.10 -1.25
H 2.65 1.56 5.33
C -5.08 0.41 0.03
H -0.52 0.68 2.59
N 1.33 1.03 1.75
C 2.57 -2.33 -4.61
N -2.62 -1.79 -2.18
H -6.22 2.14 -0.57
H 4.16 1.79 3.39
H 3.06 -2.73 -5.49
C -2.91 2.04 0.12
C -1.72 2.94 0.24
H 4.96 2.66 -3.20
N 3.47 1.49 0.89
C 4.12 2.39 -2.58
H -3.12 -2.43 -2.78
N 2.00 1.66 -0.95
H -2.80 1.74 -3.81
C 0.60 -1.98 -3.28
C 3.23 1.75 -0.45
C -5.25 1.75 -0.29
C 3.29 -1.61 -3.66
H -2.47 -2.67 -0.40
H 0.63 -3.06 -5.14
H -1.22 -3.00 -1.44
C 1.30 -4.01 3.47
C -0.31 -2.57 2.43
H 5.32 2.16 -0.82
C 3.11 1.54 3.25
C -0.01 -3.53 3.39
C 1.88 -2.56 1.66
C 1.28 -1.26 -2.29
*
```

Properties
<S²> ... 2.0030
M ... 837.76 g/mol
Orbital gap (spin up / spin down) ... 0.310 / 0.309 Ha
DFT total energy ... -123309.03643 eV
Highest occupied orbital energy (spin up / spin down) ... -10.59 / -10.56 eV
Energy above the lowest of the compared OMol25 structures with the same formula, charge and spin ... 0.0 kJ/mol
LUMO level (spin up / spin down) ... -2.16 / -2.15 eV

---

Entry 3:
Below is the molecule C30H27FO4S2 in a non-equilibrium geometry, with properties calculated with the ωB97M-V functional and the def2-TZVPD basis.

ORCA input file:
```
! RIJCOSX wB97M-V def2-TZVPD def2/J DEFGRID3
* xyz 0 1
H -0.34 2.20 -1.71
O 0.03 -0.61 -0.42
F -0.92 -0.92 1.88
H 3.84 -3.10 1.06
O -3.53 -2.88 1.40
C 1.53 -0.45 -4.60
C 5.18 0.26 -5.31
C 3.59 1.11 -3.55
O -4.35 -0.58 0.74
C -1.85 4.68 3.26
H -3.23 1.96 4.92
C -0.43 1.11 -1.79
H 0.40 -3.39 -2.52
C -2.39 0.07 5.58
H 5.56 -0.77 -5.38
C -1.77 -1.02 0.78
C 2.32 1.18 -2.98
C -3.27 -0.93 3.13
C -2.22 -1.29 5.27
C -0.39 2.84 2.31
C -1.00 0.41 -0.57
S -3.39 -1.44 1.41
C 0.86 -2.82 -0.51
H 5.90 0.86 -4.74
H -2.46 -2.82 3.76
C -3.56 0.39 3.48
C 2.48 -3.80 -1.99
C 3.83 0.29 -4.66
C 2.79 -0.50 -5.16
H 2.72 -4.21 -2.97
S -0.83 -2.12 -0.33
C 1.25 0.39 -3.49
H -3.19 1.72 -0.08
H -3.60 3.61 1.50
H -0.90 5.16 3.54
H 1.54 -2.19 1.44
C -1.17 1.42 0.55
H 5.13 0.65 -6.33
C -2.41 2.06 0.60
C -2.63 3.11 1.48
H 2.12 1.84 -2.13
C 3.10 -3.16 0.27
C 1.17 -3.35 -1.75
H -4.12 1.02 2.79
C 1.81 -2.67 0.50
H 0.72 -1.06 -5.00
C 3.43 -3.72 -0.98
O -1.58 -2.34 -1.58
C -3.07 0.90 4.69
C -0.05 0.39 -2.87
H 0.85 1.35 1.31
H -1.75 -1.97 5.99
C -1.61 3.53 2.33
H 4.44 -4.11 -1.15
H -2.35 4.36 4.18
H -0.77 -0.30 -3.32
H 4.41 1.70 -3.13
H -2.49 5.43 2.78
H 0.38 3.13 3.04
H -2.00 0.47 6.51
H 3.00 -1.16 -6.00
C -2.64 -1.79 4.04
H -1.99 0.03 -0.89
C -0.13 1.83 1.39
*
```

Properties
M ... 534.67 g/mol
Orbital gap ... 0.220 Ha
DFT total energy ... -64117.35150 eV
Highest occupied orbital energy ... -7.17 eV
Energy above the lowest of the compared OMol25 structures with the same formula, charge and spin ... 321.5 kJ/mol
LUMO level ... -1.17 eV

---

Repeat the first record exactly.
Below is a structure of composition C30H27Cl3I2InN6O3S, with properties calculated with the ωB97M-V functional and the def2-TZVPD basis.

ORCA input file:
```
! RIJCOSX wB97M-V def2-TZVPD def2/J DEFGRID3
* xyz 1 1
H -6.48 3.12 -0.51
N 1.64 -0.80 2.89
H 2.28 0.45 -3.72
C -1.82 -2.25 -2.84
H -3.95 5.46 0.68
C -2.30 4.11 0.89
C -0.90 -4.34 -3.55
C -2.15 -1.05 2.50
O -0.82 -0.97 -1.13
N 1.46 1.00 -1.92
H 1.96 -2.49 1.00
Cl 3.62 2.06 3.61
H 5.53 1.35 -0.18
C 0.12 -4.18 -2.63
C 0.93 3.32 -1.61
N -1.14 -1.61 1.82
Cl 3.30 0.24 5.86
C 5.32 0.36 -0.58
H -4.53 1.53 -0.93
H -2.34 0.00 2.31
I -0.97 -6.04 -4.76
In 0.34 -0.46 0.50
H 2.00 -3.81 -0.99
H 5.19 0.47 -1.65
C -2.63 1.89 -0.02
H 0.89 -4.94 -2.54
C 0.20 -3.54 1.14
C 1.40 3.60 -2.88
H 0.54 4.09 -0.97
H 6.21 -1.62 -0.59
H 7.37 -0.30 -0.75
H -1.66 4.82 1.40
C 1.41 -2.90 -0.94
C -4.40 3.54 -0.17
H -2.67 -3.46 -4.39
H -1.28 -4.70 3.08
C -2.90 -1.76 3.41
H -3.71 -1.27 3.94
H 2.27 2.75 -4.67
H -3.14 -3.67 4.36
C -0.80 -2.05 -1.89
O 0.45 3.54 1.66
H -0.33 -4.09 0.36
C -1.84 2.82 0.64
N 3.04 -0.45 0.40
C -1.88 -3.36 -3.66
C 0.98 1.99 -1.18
H -5.73 4.14 -1.72
C 0.19 -3.05 -1.82
C -5.77 3.93 -0.65
C 1.91 1.29 -3.14
C -3.58 4.46 0.48
H 6.64 -0.65 0.82
H 2.03 -2.08 -1.31
N 0.50 1.56 0.06
Cl 1.16 2.05 5.14
N 1.09 -2.57 0.48
I -3.30 -0.79 -3.00
C 1.90 2.57 -3.67
C 2.47 1.07 4.53
H 1.37 4.61 -3.26
H -2.25 0.91 -0.28
C 6.45 -0.62 -0.25
C 4.04 -0.09 -0.03
C -2.58 -3.09 3.64
C -1.55 -3.66 2.93
H -6.13 4.82 -0.14
H 0.76 -4.26 1.72
C 1.97 0.03 3.62
O -0.42 1.27 2.20
C -3.91 2.25 -0.41
S -0.25 2.37 1.23
C -0.85 -2.89 2.01
*
```

Properties
M ... 1026.64 g/mol
Orbital gap ... 0.274 Ha
DFT total energy ... -116404.55817 eV
Highest occupied orbital energy ... -9.93 eV
Energy above the lowest of the compared OMol25 structures with the same formula, charge and spin ... 66.9 kJ/mol
LUMO level ... -2.48 eV

---

Question: M of number 1 (C30H27Cl3I2InN6O3S)?
Answer: 1026.64 g/mol

---

Question: Which of these has the highest DFT total energy?
Answer: C30H27FO4S2

---

Question: Among the records above, which one has the lowest energy above the lowest of the compared OMol25 structures with the same formula, charge and spin?
Answer: C30H27Cl5N6O3Pr